Entry 1:
58
Properties=species:S:1:pos:R:3:forces:R:3:lowdin_charge:R:1 method="wB97M-V/def2-TZVPD" energy_ev=-54732.9383 homo_energy_ev="-5.37 / -5.37" orbital_gap_ev="5.66 / 5.66" lumo_energy_ev="0.3 / 0.3" relative_energy_kj_mol=231.7
Pd -0.13438 -0.01297 0.11104 -0.307 1.025 -0.514 0.71
N 1.98337 0.19311 0.20120 0.088 -0.090 0.777 -0.06
C 2.41152 -0.09076 1.59338 -0.167 0.003 -0.080 -0.24
C 1.46387 0.52371 2.62616 -0.140 0.130 -0.129 -0.28
N 0.09144 0.03142 2.48779 0.611 -0.211 0.827 -0.04
H 2.49235 -0.41084 -0.43084 0.057 0.206 -0.155 0.08
H 2.14253 1.17842 0.00165 -0.269 -0.009 -0.292 0.08
H 3.41662 0.30832 1.76044 0.025 -0.109 0.143 0.11
H 2.43961 -1.17498 1.72693 0.023 -0.012 -0.090 0.11
H 1.44326 1.60177 2.45808 -0.084 0.012 0.041 0.10
H 1.85805 0.32567 3.62950 0.239 0.105 -0.066 0.10
H -0.55580 0.64282 2.96450 -0.085 -0.044 -0.059 0.08
H 0.02488 -0.91332 2.84762 -0.201 0.061 0.125 0.07
O -0.24199 1.86344 0.08157 -0.050 -0.018 0.052 -0.74
O -0.00773 -2.19254 0.03985 0.126 -0.331 -0.141 -0.41
P 0.03333 -2.96648 -1.24759 -0.164 0.671 0.805 0.83
C 0.00108 -2.04916 -2.80840 0.034 -0.231 -0.186 -0.28
C -0.06733 -0.65941 -2.93014 -0.049 0.049 -0.013 -0.06
C -0.08479 -0.08608 -4.19769 0.004 0.024 -0.018 -0.06
C -0.03507 -0.86848 -5.33873 0.002 -0.008 0.000 -0.08
C 0.03190 -2.25178 -5.22566 -0.002 0.008 -0.005 -0.08
C 0.04925 -2.83258 -3.97073 0.008 -0.002 0.000 -0.14
C -1.42373 -4.04848 -1.23374 0.203 -0.251 -0.465 -0.24
C -2.36227 -4.05376 -2.26244 -0.054 -0.029 0.022 -0.07
C -3.48350 -4.87049 -2.18804 -0.013 0.023 0.033 -0.08
C -3.67600 -5.68811 -1.08658 0.000 0.003 -0.004 -0.08
C -2.74873 -5.68298 -0.05257 -0.020 0.006 0.016 -0.07
C -1.63197 -4.86856 -0.12408 -0.015 0.022 0.025 -0.07
C 1.58115 -3.91542 -1.21802 -0.170 -0.261 -0.452 -0.24
C 2.52889 -3.84022 -2.23581 0.061 -0.029 0.027 -0.07
C 3.71322 -4.56148 -2.14942 0.013 0.026 0.028 -0.07
C 3.96027 -5.36286 -1.04740 0.003 -0.003 0.001 -0.08
C 3.02473 -5.43665 -0.02321 0.020 0.010 0.013 -0.07
C 1.84529 -4.71752 -0.10618 0.020 0.026 0.029 -0.08
H -0.11398 0.00799 -2.05629 0.026 -0.355 -0.154 0.06
H -0.13955 0.99176 -4.28031 -0.003 0.001 0.020 0.11
H -0.04963 -0.40557 -6.31738 0.000 0.002 0.002 0.10
H 0.07015 -2.87346 -6.11068 -0.001 -0.006 0.005 0.11
H 0.10159 -3.91379 -3.89373 -0.005 0.003 0.008 0.12
H -2.23397 -3.41378 -3.12408 0.008 0.008 0.009 0.10
H -4.20730 -4.86390 -2.99268 0.003 0.013 -0.001 0.11
H -4.54963 -6.32434 -1.02825 0.003 -0.005 -0.001 0.10
H -2.90011 -6.31199 0.81496 0.004 0.001 0.001 0.11
H -0.93347 -4.85959 0.70062 -0.013 0.042 0.008 0.09
H 2.35724 -3.21270 -3.09905 -0.013 0.003 0.005 0.10
H 4.44271 -4.49323 -2.94586 -0.002 0.013 -0.001 0.11
H 4.88276 -5.92486 -0.98030 -0.003 -0.006 -0.002 0.10
H 3.21825 -6.05285 0.84510 -0.004 0.000 0.001 0.11
H 1.13848 -4.76932 0.70991 0.004 0.040 0.004 0.09
N -3.38373 1.76473 0.10787 -0.206 0.107 0.024 0.17
C -3.35468 0.43239 0.03717 0.250 1.348 0.046 -0.62
O -2.28029 -0.14168 0.03325 -0.223 -1.698 -0.219 -0.06
C -4.61138 -0.40775 -0.03937 0.166 -0.123 0.000 -0.56
I -6.48497 0.60115 -0.03214 0.016 -0.005 0.001 0.79
H -2.46370 2.21393 0.14495 0.401 -0.134 -0.040 0.08
H -4.23136 2.30198 0.11606 -0.057 -0.079 -0.011 0.04
H -4.60445 -1.09297 0.80328 -0.049 0.025 0.023 0.05
H -4.56047 -0.99751 -0.95032 -0.046 0.030 -0.022 0.05

Entry 2:
66
Properties=species:S:1:pos:R:3:forces:R:3:lowdin_charge:R:1 method="wB97M-V/def2-TZVPD" energy_ev=-128116.8204 homo_energy_ev=-8.15 orbital_gap_ev=7.07 lumo_energy_ev=-1.1 relative_energy_kj_mol=0.0
Hf -0.76245 -0.14223 1.71994 -3.181 0.629 -1.640 1.35
N 4.97606 -0.28656 6.33166 -0.034 -0.046 -0.078 0.15
C 4.34296 -0.17443 5.13021 -0.155 -0.113 -0.076 -0.30
C 3.89200 -1.33247 4.46138 0.091 -0.061 0.250 -0.01
C 3.17147 -1.23755 3.29611 -0.124 0.073 -0.100 -0.04
C 2.90398 0.02956 2.77330 -0.203 -0.094 0.281 -0.33
C 3.39473 1.18738 3.38415 -0.091 0.071 -0.295 -0.06
C 4.12384 1.08222 4.53651 0.181 0.073 0.215 -0.02
S 1.90888 0.27676 1.40257 0.834 0.648 -0.589 0.68
O 2.64491 0.68385 0.24665 0.026 -0.060 -0.072 -0.24
O 1.04255 -0.94552 1.14531 1.699 -0.521 -0.088 -0.37
N 0.78065 1.36884 1.83796 1.286 0.600 -0.370 -0.20
C 0.40034 2.08120 0.67167 0.289 0.382 -0.099 -0.50
N -0.50562 1.42208 -0.06313 0.457 0.160 0.391 0.05
C -0.84863 1.95189 -1.23502 -0.494 -0.054 -0.019 -0.08
C -0.29473 3.13030 -1.67015 0.008 0.155 -0.048 -0.01
C 0.58981 3.76295 -0.80504 0.071 0.019 0.183 -0.07
N 0.93822 3.25048 0.37494 -0.060 -0.019 -0.045 0.18
H 4.65318 -1.04678 6.91418 -0.081 -0.212 0.113 0.09
H 5.14526 0.56685 6.83542 -0.037 0.039 0.024 0.10
H 4.07654 -2.30082 4.91577 -0.043 0.114 -0.041 0.13
H 2.79702 -2.12884 2.80100 0.013 0.093 0.087 0.13
H 3.17664 2.16138 2.95308 0.012 -0.133 0.092 0.12
H 4.49040 1.97854 5.02843 -0.039 -0.098 -0.039 0.12
H -1.60085 1.42649 -1.81142 0.039 -0.008 0.036 0.11
H -0.56874 3.55138 -2.62722 0.048 0.021 0.066 0.12
H 1.04335 4.71764 -1.05984 -0.077 -0.102 0.007 0.12
O 2.68404 -2.26228 7.61519 -0.390 0.160 -0.339 -0.02
C 1.44807 -2.19506 7.43794 -0.064 0.169 0.371 -0.70
O 0.47435 -2.52017 8.14150 0.587 0.017 -0.243 0.02
C 0.93085 -1.57205 6.13766 -0.117 -0.089 0.313 -0.07
C 0.72628 -0.19806 5.99682 0.245 0.015 0.142 0.03
C 0.15039 0.30486 4.85496 0.100 -0.015 -0.256 -0.09
N -0.23180 -0.48684 3.84187 0.145 -0.703 0.470 -0.05
C -0.06299 -1.83024 3.99722 -0.177 0.331 -0.097 -0.19
C 0.48486 -2.39813 5.10268 0.311 -0.215 0.137 0.07
C -0.55766 -2.64020 2.83573 -0.352 -0.257 0.421 -0.54
O -0.20655 -3.76045 2.60561 -0.028 -0.172 -0.065 0.15
O -1.43087 -1.93304 2.11000 0.295 -1.808 0.377 -0.20
H 1.03782 0.48204 6.78076 -0.065 -0.052 -0.020 0.13
H -0.00865 1.36274 4.70991 0.014 0.123 -0.027 0.12
H 0.58047 -3.47594 5.15670 -0.015 0.067 0.011 0.15
Se -2.77873 1.13482 2.54938 -1.241 0.966 0.589 0.72
C -3.22628 2.40904 1.18763 0.016 -0.160 0.098 -0.64
C -2.74745 3.70973 1.24169 0.087 0.107 -0.028 -0.12
C -3.08638 4.58549 0.21892 -0.094 -0.066 -0.204 -0.15
N -3.85576 4.25442 -0.82296 0.026 -0.185 0.181 0.06
C -4.34670 3.01045 -0.83617 0.111 0.189 0.048 -0.15
C -4.06952 2.06129 0.13963 -0.008 0.027 -0.103 -0.12
H -2.12091 4.03799 2.06406 -0.029 -0.030 -0.089 0.10
H -2.71614 5.60736 0.23295 -0.028 -0.069 -0.001 0.11
H -4.99647 2.76234 -1.67222 0.049 0.018 0.065 0.11
H -4.50925 1.07122 0.09226 0.049 0.081 -0.052 0.09
C -3.89205 -1.64422 -1.40477 0.049 0.052 -0.102 -0.12
C -2.74287 -1.23830 -2.36345 -0.180 -0.087 0.006 -0.13
C -1.52300 -1.29510 -1.46921 -0.013 -0.072 0.109 -0.18
O -2.03146 -0.84647 -0.19704 0.000 -0.062 0.245 -0.31
C -3.24580 -1.62951 -0.01638 0.071 0.096 -0.302 -0.17
H -4.27851 -2.63669 -1.63075 -0.005 0.024 -0.015 0.11
H -4.72157 -0.94100 -1.46739 0.020 -0.013 -0.022 0.10
H -2.89280 -0.22097 -2.72760 -0.023 -0.025 -0.041 0.10
H -2.64281 -1.89928 -3.22409 -0.049 0.037 0.035 0.12
H -0.69548 -0.66371 -1.76934 0.096 0.112 0.037 0.11
H -1.16302 -2.31859 -1.35566 0.085 -0.090 0.034 0.14
H -3.83310 -1.16341 0.76429 -0.019 0.139 0.090 0.10
H -2.96421 -2.62662 0.30507 0.104 -0.114 0.082 0.12

Entry 3:
21
Properties=species:S:1:pos:R:3:forces:R:3:lowdin_charge:R:1 method="wB97M-V/def2-TZVPD" smiles="C/C=C/N.C=CCO" energy_ev=-9968.8026 homo_energy_ev=-7.83 orbital_gap_ev=8.79 lumo_energy_ev=1.0 relative_energy_kj_mol=228.8
C -1.89169 -0.22254 -1.33227 0.129 -0.071 0.374 -0.12
C -1.55172 0.76235 -0.24908 -0.269 0.040 -0.130 -0.19
C -2.46315 1.23715 0.59692 0.065 -0.070 -0.050 -0.25
N -2.23304 2.13641 1.62615 0.096 -0.067 0.259 0.03
H -2.95675 -0.45651 -1.29917 -0.023 0.055 -0.133 0.07
H -1.63514 0.17769 -2.31254 -0.056 -0.072 -0.112 0.07
H -1.35872 -1.17122 -1.20763 0.069 0.089 -0.070 0.06
H -0.53686 1.13987 -0.19538 0.086 -0.039 -0.018 0.08
H -3.48206 0.87066 0.55005 -0.071 0.014 -0.008 0.11
H -3.01559 2.65278 1.98273 -0.027 0.044 -0.091 0.07
H -1.37539 2.65913 1.58679 -0.005 0.066 -0.009 0.08
C 1.90271 -0.35079 -1.85957 -0.051 -0.463 -0.600 0.01
C 1.86032 -0.33807 -0.54463 0.198 0.274 0.243 -0.19
C 1.72204 -1.54093 0.31859 -0.161 0.012 0.347 -0.28
O 2.75490 -1.48371 1.30458 -0.059 -0.264 0.105 -0.07
H 1.98842 0.53328 -2.47412 0.008 0.164 0.137 0.06
H 1.84445 -1.29190 -2.40217 -0.008 0.059 0.047 0.06
H 1.95031 0.59784 -0.00380 -0.040 0.046 0.042 0.11
H 0.73642 -1.50937 0.80921 0.087 -0.045 -0.058 0.12
H 1.78455 -2.46295 -0.26409 0.016 0.004 -0.117 0.12
H 2.63869 -2.22495 1.91411 0.015 0.225 -0.160 0.08

Entry 4:
102
Properties=species:S:1:pos:R:3:forces:R:3:lowdin_charge:R:1 method="wB97M-V/def2-TZVPD" smiles="CCOC(C)=O.CCOC(C)=O.CCOC(C)=O.CC(C)=O.CC(C)=O.CC(C)=O.CC(C)=O.CC(C)=O.CC(C)=O" energy_ev=-56639.9652 homo_energy_ev=-9.20 orbital_gap_ev=9.47 lumo_energy_ev=0.3 relative_energy_kj_mol=1293.8
C 1.47907 -2.07434 -3.30996 -1.023 -0.333 4.107 0.01
C 1.13507 -0.87234 -2.51696 1.512 1.732 -2.445 -0.28
O 0.64107 -0.99334 -1.27996 -1.556 -1.959 3.270 0.04
C 0.28307 0.05066 -0.57896 -1.059 6.689 -0.031 -0.39
C -0.55593 -0.21234 0.67904 -0.004 -4.617 -1.844 0.03
O 0.53107 1.30066 -0.90996 -0.500 -5.681 0.770 -0.02
H 1.91007 -1.92334 -4.18296 1.626 1.636 -4.262 0.05
H 0.70807 -2.78634 -3.45996 -0.698 -0.764 0.482 0.08
H 2.28007 -2.31834 -2.71896 2.082 -2.778 1.246 0.06
H 1.81807 -0.05834 -2.50596 2.151 0.021 0.128 0.11
H 0.52507 -0.37634 -3.11796 -4.184 2.318 -2.206 0.07
H -0.21493 -1.24634 0.99004 0.232 1.230 0.536 0.09
H -1.64093 -0.50134 0.60104 0.720 0.915 -1.136 0.10
H -0.53993 0.49366 1.43004 0.762 1.555 1.227 0.01
C -2.26493 -2.87234 -1.59696 -7.419 2.924 -1.513 -0.07
C -2.28493 -3.63734 -2.88396 0.722 -0.962 1.118 -0.20
O -1.75293 -4.91734 -2.41396 0.121 0.787 -1.174 -0.03
C -1.48493 -5.81534 -3.36196 2.835 -0.987 2.618 -0.61
C -0.59493 -6.88834 -2.70796 -2.382 -2.540 -4.152 0.02
O -1.77793 -5.78634 -4.49696 -1.135 0.532 -2.320 0.13
H -2.76393 -1.77834 -1.82696 1.295 -2.376 0.548 0.14
H -1.47693 -2.69034 -1.02396 4.006 0.338 1.730 -0.02
H -3.09293 -3.30734 -0.88996 1.587 0.498 -1.304 0.12
H -3.27293 -3.85534 -3.12496 -2.038 -0.094 -0.353 0.09
H -1.91393 -3.27034 -3.85896 0.950 -0.091 0.896 0.13
H -1.46193 -7.56634 -2.36896 1.705 0.179 -0.330 0.11
H -0.13293 -6.51834 -1.85996 1.382 0.523 1.352 0.03
H 0.05207 -7.41534 -3.61896 -1.602 1.324 2.911 0.15
C -1.00293 2.13466 -4.29196 0.259 1.699 -0.990 -0.08
C -1.80193 2.73866 -3.26096 -2.543 -1.128 4.809 -0.25
O -2.94693 3.35266 -3.84696 1.062 0.389 -1.456 -0.01
C -3.75693 4.10766 -3.14096 -1.020 2.342 -4.557 -0.55
C -4.57093 5.06766 -4.10496 0.836 -4.718 0.872 0.05
O -3.88493 4.16566 -1.98796 0.056 -0.292 3.750 0.15
H -1.03593 2.84566 -5.11696 1.376 0.313 -0.085 0.10
H -1.52893 1.37666 -4.71796 -1.389 -2.780 -0.987 0.05
H -0.10293 1.78666 -3.85696 1.254 -0.032 -0.198 0.07
H -2.36893 1.92266 -2.62196 1.913 1.297 -0.458 0.17
H -1.19893 3.41766 -2.56296 -1.160 -0.630 -0.990 0.15
H -5.16493 4.48266 -4.77896 -1.422 -0.954 0.485 0.08
H -4.12293 5.49166 -4.90196 2.915 2.141 -1.809 0.04
H -5.06993 5.69066 -3.49996 -2.126 2.339 1.768 0.04
C 3.55307 3.99466 2.91504 -3.792 -2.117 6.132 0.00
C 2.07607 3.77666 2.75204 -3.882 3.982 4.033 -0.35
C 1.53407 2.46866 2.30204 1.150 -1.430 -1.692 -0.03
O 1.25507 4.63466 3.32504 3.558 -3.633 -2.981 -0.03
H 4.04307 4.34366 2.20904 3.803 3.540 -7.532 -0.01
H 4.01707 3.05566 3.00804 0.531 -1.543 0.726 0.07
H 3.86907 4.67566 3.72704 -0.889 -0.568 0.077 0.11
H 1.52407 1.72766 3.08704 0.992 -0.150 0.764 0.09
H 2.09907 1.98166 1.44204 -0.481 0.709 1.091 0.09
H 0.50107 2.37566 2.07004 -1.011 1.154 -0.624 0.04
C 3.60307 -1.49934 0.55804 0.332 -2.343 3.808 -0.02
C 4.33207 -0.73434 1.60704 -1.412 3.449 5.783 -0.30
C 5.85107 -0.48534 1.34804 -0.887 -1.887 6.610 -0.01
O 3.66507 -0.16834 2.66204 4.035 -3.251 -6.197 -0.07
H 4.18307 -2.42334 0.29504 -0.795 0.804 0.044 0.12
H 3.49107 -0.86334 -0.20896 -0.169 2.122 -3.333 0.02
H 2.61907 -1.64334 1.01404 0.028 -0.666 -0.340 0.08
H 6.03507 -0.57434 0.41104 1.060 -0.181 -6.353 -0.03
H 6.67307 -1.14934 1.83504 -2.050 0.005 -0.412 0.13
H 6.23107 0.38966 1.77004 -0.152 2.069 0.354 0.06
C 5.31407 2.34166 -3.53996 2.216 -5.160 -3.157 -0.04
C 4.94607 1.57866 -2.26096 0.892 -3.423 -0.990 -0.46
C 3.79807 2.17666 -1.57296 -2.877 -0.691 4.093 -0.05
O 5.48507 0.49366 -1.90096 -1.442 3.454 -1.044 0.02
H 6.35407 1.99066 -3.99496 -1.791 -0.505 1.171 0.12
H 5.72807 3.23166 -3.33996 -0.089 4.236 0.699 0.01
H 4.71107 2.14966 -4.51496 0.222 0.964 2.236 0.12
H 2.66007 1.91266 -1.80796 2.545 0.621 -0.429 0.11
H 3.93007 3.23966 -1.41096 -0.254 0.422 -0.721 0.07
H 3.75107 1.84066 -0.45396 0.472 0.075 -1.757 0.10
C -5.00993 2.82766 1.63904 0.527 1.369 -1.157 -0.03
C -3.75093 2.22066 0.99404 -1.185 -5.152 -3.725 -0.35
C -2.48293 2.99166 0.90304 -1.867 0.923 -7.254 -0.03
O -3.80093 1.01766 0.40204 0.157 5.978 3.310 -0.07
H -4.69193 3.76466 2.15904 -0.227 -1.065 0.377 0.08
H -5.46793 2.04166 2.24904 -0.125 0.561 -0.042 0.07
H -5.73593 3.32166 0.87404 1.208 -1.550 0.834 0.12
H -2.50993 4.06866 0.57004 -1.133 -0.818 0.338 0.12
H -1.75793 2.63566 0.13204 -0.831 -0.597 0.506 0.09
H -1.96993 3.08166 1.69204 3.610 0.207 6.771 -0.01
C -0.03493 -4.13734 4.84704 -1.059 -0.815 -1.503 -0.03
C 0.09007 -3.51934 3.52504 4.752 4.762 -2.661 -0.34
C -0.43093 -4.24534 2.20404 3.662 -2.596 3.787 0.01
O 0.84907 -2.45334 3.38604 -3.951 -4.645 0.329 -0.03
H -0.22693 -3.55934 5.67304 0.260 2.192 1.672 0.06
H 0.78107 -4.78334 5.03904 0.824 -0.811 0.085 0.09
H -0.93693 -4.66334 4.75704 -1.184 -1.720 0.196 0.06
H -1.11093 -5.03334 2.43604 -0.386 -0.839 0.541 0.06
H 0.43507 -4.73834 1.65904 -0.997 1.126 0.479 0.12
H -0.99193 -3.60934 1.70604 -2.014 3.366 -2.993 0.00
C -1.51293 0.38966 4.33404 0.173 -0.588 -2.082 -0.02
C -2.93993 0.01866 4.69204 -2.790 0.897 -0.614 -0.44
C -3.12693 -1.00834 5.82804 0.495 -1.237 -2.638 -0.02
O -3.94593 0.47966 4.09104 3.207 -1.193 1.591 0.03
H -1.20793 1.23066 4.99204 0.072 -0.359 -0.766 0.10
H -1.50193 0.57266 3.19104 -0.127 0.649 2.022 0.08
H -0.78093 -0.46034 4.37904 -0.723 0.656 0.692 0.07
H -3.12293 -0.65734 6.85404 0.732 -0.137 -0.029 0.08
H -2.46993 -1.85734 5.44004 0.183 1.049 1.660 0.09
H -4.04493 -1.52034 5.62804 -1.225 0.326 0.192 0.06